1.
19
Properties=species:S:1:pos:R:3:forces:R:3:nbo_charge:R:1 method="wB97M-V/def2-TZVPD" de_lowest_kcal_mol=17.1 multiplicity=1 gap_ev=8.9 total_energy_ev=-28507.21484 total_charge=+1
N 2.194789 -1.065994 0.760971 -0.909 -0.104 0.536 -0.707
C 1.915602 -0.676594 -0.665830 1.059 0.837 -0.406 -0.229
C 1.518853 0.812080 -0.751724 -0.927 -1.150 0.121 -0.562
S 0.043875 1.035760 0.347608 0.841 -0.050 0.528 0.039
S -1.680854 1.239999 -0.629002 -0.668 -0.401 -0.657 0.142
C -2.331588 -0.311086 -1.419102 0.331 0.174 0.436 -0.744
H 2.691732 -0.334924 1.272962 0.028 -0.031 -0.067 0.436
H 2.666793 -1.956388 0.933814 0.175 0.097 -0.519 0.443
H 1.258013 -1.181628 1.200133 0.014 0.136 0.278 0.485
H 1.145228 -1.350552 -1.024126 -0.017 0.042 -0.113 0.236
H 2.841109 -0.764961 -1.236726 -0.050 -0.504 0.046 0.230
H 2.341468 1.457122 -0.440980 -0.121 0.068 0.158 0.237
H 1.305080 1.010122 -1.800978 -0.175 0.214 0.068 0.267
H -2.370308 -1.287285 -0.929430 0.539 0.403 0.687 0.236
H -1.796853 -0.432229 -2.353203 -0.428 0.080 -0.329 0.222
H -3.380669 -0.029777 -1.496044 0.020 0.122 -0.651 0.250
H -0.407625 -2.891809 2.490532 -0.138 -0.163 0.170 0.490
H -0.928498 -1.466018 2.608335 -0.811 0.917 0.937 0.492
O -0.473183 -2.050135 2.035584 1.237 -0.686 -1.222 -0.964

2.
20
Properties=species:S:1:pos:R:3:forces:R:3:nbo_charge:R:1 method="wB97M-V/def2-TZVPD" s2=0.7599 de_lowest_kcal_mol=82.0 multiplicity=2 gap_ev="11.0 / 7.0" total_energy_ev=-8354.86316 total_charge=+2
C -1.970408 0.137414 -1.342091 -0.903 0.198 0.201 -0.638
C -1.275288 1.445195 -1.140191 -0.001 0.683 -0.172 -0.224
N 0.181070 1.330906 -0.670339 0.673 -0.925 -0.778 -0.705
H -2.990156 0.414908 -1.751723 1.132 -0.682 0.465 0.292
H -1.441012 -0.485913 -2.037173 0.045 -0.399 -0.590 0.223
H -2.087613 -0.406212 -0.399443 -0.247 0.030 -0.103 0.201
H -1.285356 1.996920 -2.090041 0.383 0.036 0.398 0.250
H -1.813565 2.024279 -0.407677 0.080 0.365 0.311 0.238
H 0.394687 0.661816 0.158475 -0.870 1.739 -1.559 0.418
H 0.609227 2.232991 -0.410101 -0.402 -0.157 -0.284 0.452
H 0.738076 0.946995 -1.473748 -0.453 0.576 0.719 0.436
C 0.297769 -1.186893 1.441750 -0.898 2.729 1.425 0.106
C 0.602098 -2.211390 0.621677 -0.466 -2.223 -0.907 -0.081
C 2.334113 -0.107363 1.739595 0.642 -0.393 -0.338 0.124
N 1.110166 -0.034967 1.378447 0.111 -3.284 1.894 -0.399
H -0.617597 -1.139981 2.096439 1.075 -0.057 -0.593 0.292
H 1.324907 -2.058083 -0.168026 0.110 -0.294 -0.122 0.237
H 0.116124 -3.205617 0.755635 0.480 0.762 -0.161 0.286
H 3.015284 0.724695 1.589870 -0.117 0.144 0.072 0.250
H 2.757478 -1.079701 2.108661 -0.375 1.153 0.121 0.241

3.
121
Properties=species:S:1:pos:R:3:forces:R:3:mulliken_charge:R:1 method="wB97M-V/def2-TZVPD" multiplicity=1 gap_ev=4.8 total_energy_ev=-805361.42738 total_charge=-1
C 1.717797 3.418450 2.299426 -0.569 0.242 -0.681 -0.430
C 0.930961 2.532741 1.353036 0.055 -0.445 0.095 0.127
C -0.005264 1.572291 2.100666 0.460 0.837 0.037 0.613
N -0.854324 2.214959 3.077032 -0.158 -0.966 0.243 -0.383
C -2.183847 2.054061 2.866021 1.360 2.379 0.061 -0.591
Cl -2.799446 0.251531 2.696726 -0.548 -1.113 -0.034 -0.350
C -2.624631 2.894571 1.652004 -0.129 -0.086 0.339 1.701
C -2.378309 4.354433 1.997789 -0.376 0.006 -0.280 -1.112
Cl -4.374974 2.695691 1.188921 0.142 -0.219 0.072 -0.070
H 2.403016 2.818042 2.872607 0.263 -0.031 0.376 -0.174
H 2.259731 4.158754 1.714534 0.331 0.079 0.260 -0.018
H 1.013583 3.928908 2.946800 -0.010 0.082 0.326 0.261
H 0.390180 3.127440 0.617787 -0.234 0.219 -0.024 -0.138
H 1.616793 1.909627 0.773609 0.189 -0.006 -0.175 0.324
H -0.530497 1.000558 1.326904 -0.108 -0.297 0.208 -0.065
H 0.668626 0.895099 2.644220 -0.069 -0.176 -0.233 -0.349
H -2.719884 2.456981 3.720880 -0.507 -0.367 0.231 0.485
H -2.016421 2.664707 0.787552 -0.297 -0.136 0.187 -1.640
H -2.974719 5.008479 1.365945 -0.030 -0.017 0.054 0.380
H -2.628778 4.541322 3.033361 -0.002 0.093 0.314 0.310
H -1.333572 4.566302 1.823668 0.266 0.124 0.221 0.053
C -2.722437 -2.532413 0.611855 0.073 0.112 -0.157 0.093
Cl -3.172156 -1.220213 -0.457772 0.066 -0.144 0.003 0.212
Cl -4.004539 -3.755044 0.699376 -0.063 -0.046 0.029 -0.200
Cl -1.213421 -3.268645 0.057720 -0.031 -0.120 -0.029 -0.054
H -2.581126 -2.117544 1.605028 0.042 0.040 -0.003 0.037
C -0.597464 1.345762 -2.461530 -0.084 0.002 0.236 0.034
Cl -1.586982 1.704340 -1.050903 0.122 -0.296 -0.638 0.210
Cl 1.038125 1.969306 -2.244039 -0.106 -0.051 -0.155 0.028
Cl -0.575049 -0.387628 -2.766672 0.182 -0.083 0.317 -0.051
H -1.033306 1.836102 -3.322355 -0.004 -0.024 -0.058 -0.024
C -3.779446 -0.728129 -5.580342 0.004 0.083 0.225 0.000
Cl -3.683309 -0.904557 -3.834767 -0.197 0.008 -0.161 0.060
Cl -5.404007 -1.119138 -6.174993 -0.013 -0.038 -0.063 -0.165
Cl -3.316788 0.902416 -6.073116 -0.183 -0.140 -0.016 -0.100
H -3.082990 -1.423008 -6.031177 -0.005 -0.009 -0.037 0.202
C 1.078934 -1.954229 4.163784 0.007 0.273 -0.088 -0.433
Cl 0.513293 -1.768815 2.505989 0.026 -0.219 0.135 0.079
Cl 2.607884 -2.851102 4.228327 -0.330 -0.093 0.020 -0.111
Cl 1.281841 -0.385040 4.932175 -0.056 -0.333 -0.289 0.109
H 0.331477 -2.514732 4.709281 0.018 -0.032 0.027 0.335
C 2.877459 2.636238 7.085655 -0.333 -0.142 -0.157 0.111
Cl 2.416813 2.962389 8.759659 0.041 -0.067 0.031 -0.141
Cl 1.465529 2.316937 6.088915 0.046 0.447 0.127 0.010
Cl 3.803270 3.991352 6.423663 0.169 0.102 -0.047 -0.147
H 3.513688 1.760860 7.076211 0.046 0.004 0.000 0.173
C -4.486340 -5.598884 -2.741620 -0.007 -0.020 -0.093 0.425
Cl -4.934328 -4.196284 -3.711055 -0.004 0.017 0.016 0.028
Cl -5.748689 -6.833476 -2.810144 -0.004 0.010 0.026 -0.130
Cl -2.940294 -6.256764 -3.280496 -0.003 0.011 0.026 -0.137
H -4.377601 -5.276916 -1.714497 0.012 0.030 0.029 -0.172
C 0.537732 0.821535 -6.750140 -0.063 -0.060 0.210 -0.043
Cl -0.345311 2.225520 -6.137821 0.250 0.138 -0.043 -0.135
Cl 2.279253 1.089347 -6.623860 -0.065 0.029 0.263 -0.143
Cl 0.063850 -0.645561 -5.892027 -0.185 0.349 -0.233 0.018
H 0.288003 0.701448 -7.796111 -0.042 0.016 -0.013 0.301
C 2.581895 -3.162893 -0.104611 0.024 0.116 -0.107 0.913
Cl 2.310852 -1.930869 -1.336646 0.008 -0.022 0.080 -0.041
Cl 1.940809 -4.720487 -0.633332 -0.003 -0.086 -0.004 -0.151
Cl 4.288432 -3.286842 0.314950 0.063 -0.021 -0.042 -0.120
H 2.049378 -2.868697 0.787788 -0.058 0.009 0.041 -0.629
C 0.897030 -0.670216 9.659680 -0.077 -0.045 -0.084 0.011
Cl -0.261483 0.654098 9.581183 -0.004 -0.039 0.008 -0.112
Cl 0.193935 -2.062425 10.494204 0.042 -0.015 0.037 -0.146
Cl 1.442492 -1.120336 8.043445 0.021 0.074 0.222 -0.041
H 1.755863 -0.339203 10.227244 0.011 0.020 0.016 0.275
C 7.127083 -4.011675 3.506848 -0.154 -0.053 -0.092 0.325
Cl 5.444640 -3.525348 3.702424 0.417 -0.032 0.017 0.071
Cl 7.240171 -5.725970 3.092805 0.025 -0.007 0.023 -0.150
Cl 7.924775 -3.020220 2.283112 0.011 0.016 0.025 -0.130
H 7.633676 -3.858786 4.448574 0.026 -0.030 -0.008 -0.093
C 7.292318 -3.597178 7.894367 -0.185 -0.035 -0.096 -0.012
Cl 5.608376 -3.110942 8.075665 0.039 0.003 0.009 -0.066
Cl 7.407941 -5.304555 7.462496 0.022 0.004 0.004 -0.117
Cl 8.101199 -2.599396 6.682464 0.074 0.107 0.072 -0.122
H 7.793516 -3.450325 8.840864 0.030 0.002 0.008 0.324
C 6.023015 2.660184 3.234839 -0.104 -0.053 -0.051 -0.007
Cl 5.678670 3.844489 1.974648 -0.014 0.020 0.007 -0.109
Cl 4.681780 1.538541 3.425113 0.084 -0.108 0.071 0.016
Cl 7.524513 1.793344 2.883371 0.031 0.002 0.032 -0.142
H 6.152899 3.190392 4.168546 0.013 0.013 0.017 0.217
C -8.456988 -2.937937 -4.830661 -0.069 -0.063 0.117 0.579
Cl -8.404869 -4.581315 -5.473764 0.019 0.017 -0.015 -0.056
Cl -9.606818 -1.944781 -5.732524 0.041 0.017 -0.021 -0.152
Cl -8.855443 -2.954605 -3.114654 0.029 -0.004 -0.025 -0.103
H -7.474100 -2.500552 -4.942773 0.028 0.010 0.014 -0.271
C 1.822901 -4.101598 -7.616175 0.012 0.059 0.090 -0.005
Cl 0.064119 -4.216736 -7.754977 -0.002 -0.005 -0.027 -0.122
Cl 2.307067 -2.460200 -7.202734 0.305 -0.292 -0.140 -0.034
Cl 2.430579 -5.255581 -6.428757 0.001 -0.003 -0.029 -0.118
H 2.251553 -4.349709 -8.577397 -0.012 -0.013 -0.025 0.271
C 3.108569 5.231014 -2.212772 -0.174 -0.043 0.104 -0.167
Cl 2.540788 5.226951 -0.544484 0.065 0.024 -0.176 -0.081
Cl 3.722913 3.639597 -2.663060 0.227 0.082 -0.033 -0.116
Cl 1.820036 5.734519 -3.311563 0.009 0.016 -0.022 -0.109
H 3.919095 5.941331 -2.294867 0.020 0.011 -0.029 0.420
C -7.456644 -7.817238 -7.772016 0.061 -0.030 0.095 0.001
Cl -6.810013 -9.140234 -8.747995 -0.008 0.017 -0.027 -0.140
Cl -8.985248 -8.284652 -7.023044 -0.017 0.029 -0.015 -0.127
Cl -6.294781 -7.307926 -6.551705 0.001 -0.012 -0.011 -0.045
H -7.647264 -6.978667 -8.427568 -0.015 0.008 -0.021 0.300
C -7.646078 0.469401 -0.389622 0.263 0.025 -0.056 -0.078
Cl -8.306102 0.756154 -2.009009 -0.046 -0.059 -0.021 -0.130
Cl -6.143227 -0.443527 -0.465716 -0.241 -0.043 -0.071 -0.028
Cl -7.357940 1.990904 0.437764 -0.358 0.081 0.051 -0.086
H -8.368075 -0.109814 0.169294 -0.053 0.036 0.005 0.290
C 4.656117 6.974016 8.760438 -0.019 -0.008 0.068 0.295
Cl 3.939742 8.571007 8.986539 0.001 -0.005 -0.021 -0.132
Cl 6.419420 7.075349 8.754671 -0.001 -0.011 -0.028 -0.136
Cl 4.096971 5.853246 9.998207 0.046 0.062 0.008 -0.115
H 4.337518 6.594201 7.798880 -0.012 -0.015 -0.012 0.069
C -2.642735 5.639463 -1.856592 -0.091 -0.039 0.191 -0.261
Cl -2.020815 4.400408 -2.950038 0.012 0.196 -0.309 -0.080
Cl -4.130598 5.094209 -1.087384 0.075 0.092 -0.224 -0.057
Cl -1.427706 6.055245 -0.647574 0.114 0.114 -0.250 -0.084
H -2.859891 6.524308 -2.438105 0.032 0.009 -0.042 0.437
C 3.260012 -0.202823 -11.068613 -0.042 -0.060 0.069 -0.058
Cl 2.288636 0.144638 -9.639541 0.134 -0.014 -0.337 -0.005
Cl 4.906834 0.391712 -10.860159 -0.014 0.008 -0.018 -0.124
Cl 3.260261 -1.934780 -11.418682 -0.015 0.007 -0.023 -0.127
H 2.820828 0.309949 -11.912955 -0.002 -0.003 -0.027 0.302

4.
9
Properties=species:S:1:pos:R:3:forces:R:3:nbo_charge:R:1 method="wB97M-V/def2-TZVPD" de_lowest_kcal_mol=61.2 multiplicity=1 gap_ev=10.0 total_energy_ev=-8742.47895 total_charge=0
O 2.736384 0.973509 0.368536 -1.255 -0.094 0.048 -0.506
C 1.601945 0.921830 0.431999 1.695 0.590 0.214 0.489
C -1.177296 0.670139 0.485628 0.171 -0.213 -0.141 0.100
N -0.968582 -0.384307 -0.154376 0.244 0.322 0.150 -0.464
C -0.137952 -1.257218 -0.732609 -0.061 -0.173 -0.107 0.503
O 1.076084 -1.106639 -0.757842 -0.354 -0.251 -0.111 -0.610
H -1.177376 0.681886 1.586940 -0.180 -0.027 -0.299 0.175
H -1.332804 1.629651 -0.032376 -0.147 -0.280 0.152 0.175
H -0.620402 -2.128850 -1.195900 -0.113 0.127 0.092 0.137

5.
22
Properties=species:S:1:pos:R:3:forces:R:3:nbo_charge:R:1 method="wB97M-V/def2-TZVPD" s2=0.7618 de_lowest_kcal_mol=50.6 multiplicity=2 gap_ev="11.2 / 7.0" total_energy_ev=-12004.31123 total_charge=0
C 0.886891 -1.512306 -1.331823 -1.217 0.725 0.403 -0.636
C 0.277507 -1.226927 0.075345 0.942 -0.928 0.322 -0.065
C 1.384874 -1.135839 1.150486 0.203 0.024 -1.705 -0.623
N -0.663066 -0.149079 0.087782 0.739 1.412 -0.176 -0.528
C -0.234168 1.226309 -0.574270 -1.098 -1.366 0.642 0.034
O 0.862011 1.733768 0.009266 -0.149 -1.159 -0.933 -0.389
H 1.623422 -0.825977 -1.741776 0.630 -0.055 0.733 0.223
H 1.179340 -2.544853 -1.283264 0.678 -0.273 -0.350 0.224
H 0.122391 -1.434432 -2.088170 -0.729 -0.300 -0.205 0.218
H -0.259291 -2.190246 0.303270 -0.096 0.998 -0.094 0.220
H 1.813189 -0.126104 1.183149 -0.110 -0.281 0.040 0.229
H 1.089003 -1.483032 2.118789 -0.235 -0.085 0.550 0.213
H 2.103810 -1.816586 0.699396 0.637 -0.061 0.757 0.213
H -0.934734 0.186589 0.995945 -0.029 -0.611 0.874 0.385
H -0.149222 0.847494 -1.587148 0.296 0.878 -0.525 0.197
H -1.162057 1.742040 -0.288664 0.333 0.626 -0.844 0.175
H -3.132591 0.624627 -0.842933 -0.150 0.114 0.024 0.457
H -2.141447 -0.536927 -0.910825 -1.094 0.556 -0.330 0.481
O -3.011966 -0.221092 -1.279242 0.687 -0.589 0.055 -0.956
H 0.269676 2.842118 2.551274 0.010 0.102 -0.079 0.456
H 0.286038 2.786936 0.950781 -1.201 1.201 2.864 0.478
O -0.209604 3.213528 1.802629 0.953 -0.928 -2.023 -1.006